Run A
Molecular formula: C26H26NO5
Method: DFT, the ωB97M-V functional and the def2-TZVPD basis

Bonds (Å) are listed after each position.
Positions of all 58 atoms, in Å:
1 C 4.52874 -3.38227 0.30579  C2 1.499, H33 1.093, H34 1.095, H35 1.092
2 C 3.23160 -4.03477 -0.06507  C1 1.499, O3 1.467, H36 1.092, H37 1.092
3 O 2.41901 -3.17856 -0.93629  C2 1.467, C4 1.338
4 C 1.23109 -2.81018 -0.44249  O3 1.338, O5 1.223, C6 1.545
5 O 0.68330 -3.37728 0.49179  C4 1.223
6 C 0.56543 -1.58538 -1.10779  C4 1.545, C7 1.512, C28 1.548, C31 1.558
7 C 0.06719 -0.63790 -0.03968  C6 1.512, C8 1.517, C19 1.524, H38 1.100
8 C 1.06188 0.31929 0.59017  C7 1.517, C9 1.480, C17 1.458
9 C 0.69924 1.32147 1.61694  C8 1.480, O10 1.230, C11 1.500
10 O -0.42005 1.68082 1.97981  C9 1.230
11 C 1.99998 1.81006 2.18135  C9 1.500, C12 1.393, C16 1.397
12 C 2.24015 2.84886 3.07749  C11 1.393, C13 1.402, H39 1.090
13 C 3.56566 3.12860 3.43992  C12 1.402, C14 1.414, H40 1.093
14 C 4.63202 2.35804 2.92055  C13 1.414, C15 1.401, H41 1.095
15 C 4.36857 1.30321 2.03763  C14 1.401, C16 1.395, H42 1.088
16 C 3.05026 1.05392 1.65542  C11 1.397, C15 1.395, C17 1.486
17 C 2.48174 0.02466 0.74617  C8 1.458, C16 1.486, O18 1.239
18 O 3.13076 -0.91009 0.25676  C17 1.239
19 C -1.30097 -0.03124 -0.32554  C7 1.524, C20 1.399, C27 1.403
20 C -1.42322 1.31483 -0.68628  C19 1.399, C21 1.388, H43 1.095
21 C -2.67493 1.91418 -0.68930  C20 1.388, C22 1.411, H44 1.088
22 C -3.82440 1.21102 -0.27137  C21 1.411, N23 1.397, C26 1.411
23 N -5.01854 1.89483 -0.03139  C22 1.397, C24 1.444, C25 1.450
24 C -5.97221 2.25201 -1.05526  N23 1.444, H45 1.094, H46 1.100, H47 1.099
25 C -5.32229 2.46139 1.26781  N23 1.450, H48 1.096, H49 1.100, H50 1.100
26 C -3.69917 -0.16305 0.02471  C22 1.411, C27 1.385, H51 1.090
27 C -2.44867 -0.75817 0.02519  C19 1.403, C26 1.385, H52 1.093
28 C 1.35769 -0.96843 -2.28611  C6 1.548, C29 1.534, H53 1.094, H54 1.101
29 C 0.28408 -0.48232 -3.26778  C28 1.534, C30 1.526, H55 1.094, H56 1.099
30 C -0.79507 -1.55991 -3.21871  C29 1.526, C31 1.532, H57 1.101, H58 1.099
31 C -0.66309 -2.20747 -1.83661  C6 1.558, C30 1.532, O32 1.206
32 O -1.40615 -3.05733 -1.41349  C31 1.206
33 H 5.00509 -3.96108 1.10071  C1 1.093
34 H 5.21078 -3.30504 -0.54793  C1 1.095
35 H 4.33391 -2.38133 0.69554  C1 1.092
36 H 3.39139 -4.95246 -0.63569  C2 1.092
37 H 2.62422 -4.23094 0.82145  C2 1.092
38 H -0.12548 -1.31020 0.81000  C7 1.100
39 H 1.41035 3.42976 3.48085  C12 1.090
40 H 3.79402 3.93994 4.13521  C13 1.093
41 H 5.66470 2.58566 3.20615  C14 1.095
42 H 5.16077 0.67912 1.62905  C15 1.088
43 H -0.53141 1.91068 -0.90676  C20 1.095
44 H -2.76346 2.96289 -0.96587  C21 1.088
45 H -5.62451 1.94484 -2.04632  C24 1.094
46 H -6.94342 1.78088 -0.84341  C24 1.100
47 H -6.13920 3.33865 -1.04533  C24 1.099
48 H -4.47599 2.32539 1.95070  C25 1.096
49 H -5.53876 3.53456 1.16316  C25 1.100
50 H -6.21968 1.98839 1.69359  C25 1.100
51 H -4.59318 -0.74355 0.25026  C26 1.090
52 H -2.36693 -1.80665 0.32364  C27 1.093
53 H 2.08564 -0.22001 -1.95917  C28 1.094
54 H 1.92087 -1.80803 -2.72124  C28 1.101
55 H 0.66107 -0.34343 -4.28509  C29 1.094
56 H -0.15091 0.46230 -2.91250  C29 1.099
57 H -0.60448 -2.37734 -3.93174  C30 1.101
58 H -1.81506 -1.19586 -3.40361  C30 1.099

Values from the calculation:
- SMILES: CCOC(=O)[C@@]1([C@@H](C2=C([O-])c3ccccc3C2=O)c2ccc(N(C)C)cc2)CCCC1=O
- LUMO: 2.9 eV
- HOMO energy: -3.9 eV
- Total charge: -1
- Orbital gap: 0.2490 Ha

***

Run B
Molecular formula: C26H26NO5
Method: DFT, the ωB97M-V functional and the def2-TZVPD basis

Bonds (Å) are listed after each position.
Positions of all 58 atoms, in Å:
1 C 2.57807 1.99981 -4.46770  C2 1.499, H12 1.093, H13 1.093, H14 1.094
2 C 1.71696 0.81513 -4.78510  C1 1.499, O3 1.432, H15 1.093, H16 1.091
3 O 0.58641 0.76062 -3.90838  C2 1.432, C4 1.348
4 C 0.27056 -0.46734 -3.45128  O3 1.348, C5 1.466, O11 1.213
5 C -0.98810 -0.36926 -2.70551  C4 1.466, C6 1.463, C10 1.473
6 C -1.98091 -1.44377 -2.71663  C5 1.463, O7 1.221, C8 1.534
7 O -1.79474 -2.64463 -2.83785  C6 1.221
8 C -3.32456 -0.77924 -2.39067  C6 1.534, C9 1.526, H17 1.104, H18 1.093
9 C -2.90660 0.48525 -1.64512  C8 1.526, C10 1.542, H19 1.094, H20 1.102
10 C -1.60753 0.91992 -2.35363  C5 1.473, C9 1.542, H21 1.095, H22 1.102
11 O 0.94205 -1.47028 -3.57542  C4 1.213
12 H 3.57358 1.80189 -4.87239  C1 1.093
13 H 2.19802 2.90441 -4.94957  C1 1.093
14 H 2.64584 2.19688 -3.39421  C1 1.094
15 H 1.33042 0.87832 -5.80559  C2 1.093
16 H 2.28789 -0.10550 -4.65968  C2 1.091
17 H -3.79846 -0.49628 -3.34647  C8 1.104
18 H -4.02030 -1.41407 -1.83635  C8 1.093
19 H -3.66001 1.27827 -1.64638  C9 1.094
20 H -2.65795 0.23393 -0.60119  C9 1.102
21 H -0.96823 1.56249 -1.73950  C10 1.095
22 H -1.85998 1.48976 -3.26220  C10 1.102
23 C -3.33636 -3.52836 4.14853  N24 1.438, H44 1.093, H45 1.097, H46 1.096
24 N -1.98694 -3.12161 3.86445  C23 1.438, C25 1.446, C26 1.394
25 C -1.00144 -3.45369 4.86984  N24 1.446, H47 1.095, H48 1.100, H49 1.100
26 C -1.67399 -2.44873 2.68458  N24 1.394, C27 1.414, C43 1.418
27 C -1.72380 -1.03560 2.66118  C26 1.414, C28 1.374, H50 1.091
28 C -1.15460 -0.35473 1.61203  C27 1.374, C29 1.420, H51 1.093
29 C -0.49532 -1.05388 0.56608  C28 1.420, C30 1.435, C42 1.417
30 C 0.39173 -0.30497 -0.27678  C29 1.435, C31 1.374, H52 1.086
31 C 1.14438 0.72680 0.23062  C30 1.374, C32 1.478, C40 1.509
32 C 1.59365 1.87430 -0.58522  C31 1.478, O33 1.230, C34 1.477
33 O 1.11946 2.25774 -1.65391  C32 1.230
34 C 2.57832 2.60439 0.23893  C32 1.477, C35 1.404, C39 1.394
35 C 2.54269 2.11645 1.55478  C34 1.404, C36 1.392, C40 1.493
36 C 3.19603 2.80401 2.57382  C35 1.392, C37 1.401, H53 1.088
37 C 3.96468 3.92796 2.24496  C36 1.401, C38 1.411, H54 1.092
38 C 4.03933 4.38657 0.91259  C37 1.411, C39 1.399, H55 1.092
39 C 3.31257 3.74151 -0.09396  C34 1.394, C38 1.399, H56 1.089
40 C 1.66218 0.91340 1.63570  C31 1.509, C35 1.493, O41 1.226
41 O 1.44598 0.27913 2.66268  C40 1.226
42 C -0.72352 -2.44738 0.45188  C29 1.417, C43 1.384, H57 1.093
43 C -1.28809 -3.14012 1.50875  C26 1.418, C42 1.384, H58 1.093
44 H -4.01150 -3.12152 3.39175  C23 1.093
45 H -3.41633 -4.62234 4.13180  C23 1.097
46 H -3.64583 -3.15947 5.13299  C23 1.096
47 H -0.04906 -2.98434 4.60168  C25 1.095
48 H -1.32060 -3.08725 5.85685  C25 1.100
49 H -0.86788 -4.54435 4.93009  C25 1.100
50 H -2.11768 -0.50789 3.53141  C27 1.091
51 H -1.16298 0.73808 1.58700  C28 1.093
52 H 0.65999 -0.71641 -1.24554  C30 1.086
53 H 3.09909 2.47641 3.60730  C36 1.088
54 H 4.50580 4.46844 3.02442  C37 1.092
55 H 4.65089 5.26209 0.68328  C38 1.092
56 H 3.30761 4.10882 -1.11928  C39 1.089
57 H -0.41546 -2.96118 -0.46198  C42 1.093
58 H -1.38537 -4.22862 1.48750  C43 1.093

Values from the calculation:
- LUMO: 1.7 eV
- HOMO energy: -3.1 eV
- Total charge: -1
- Orbital gap: 0.1777 Ha

***

Relative energies, unit kJ/mol: run A 0.0; run B 176.9